No. 1
Formula: C37H38N6O2RuS4
Source: the Open Molecules 2025 dataset
Level of theory: ωB97M-V/def2-TZVPD

Properties
relative energy (zero: lowest compared OMol25 entry of this formula, charge and spin) = 0.714 eV
spin multiplicity = 2
HOMO energy (spin up / spin down) = -9.518 / -9.509 eV
Kohn-Sham gap (spin up / spin down) = 4.689 / 4.722 eV
net charge = +1

CARTESIAN COORDINATES (ANGSTROEM)
Ru 1.1489 1.3474 -0.9817
O 3.3297 1.6174 -2.0960
C 4.5067 2.2685 -1.6342
C 4.1093 3.0958 -0.4203
C 3.7864 2.1819 0.7784
C 2.7012 2.7837 1.6185
C 2.9384 3.7013 2.6394
C 1.8593 4.2429 3.3186
C 0.5752 3.8599 2.9531
C 0.4278 2.9359 1.9338
N 1.4661 2.4125 1.2923
H 3.5342 1.0571 -2.8555
H 4.9004 2.9200 -2.4228
H 5.2633 1.5225 -1.3597
H 3.2151 3.6653 -0.7020
H 4.8960 3.8015 -0.1582
H 4.6867 1.9987 1.3672
H 3.4032 1.2155 0.4026
H 3.9492 3.9902 2.8857
H 2.0079 4.9629 4.1112
H -0.2944 4.2858 3.4300
H -0.5553 2.6125 1.6078
S 1.5337 -0.8419 -1.7499
C 0.0169 -1.6401 -1.5377
N -0.0250 -2.9891 -1.6590
C -1.2634 -3.6504 -1.3254
C -2.4145 -2.8534 -1.9310
N -2.3747 -1.5065 -1.4121
C -3.6179 -0.9522 -0.9212
C -4.1076 -1.7700 0.2495
C -5.2732 -2.5175 0.1735
C -5.6709 -3.2996 1.2449
C -4.9014 -3.3475 2.3949
C -3.7342 -2.6061 2.4755
C -3.3380 -1.8267 1.4054
C -1.1624 -0.9143 -1.2942
S -1.1279 0.7771 -0.8792
C 1.1298 -3.8190 -1.9194
C 1.4636 -4.7037 -0.7418
C 1.3822 -6.0846 -0.8492
C 1.6812 -6.8915 0.2354
C 2.0583 -6.3232 1.4394
C 2.1463 -4.9457 1.5510
C 1.8483 -4.1373 0.4683
H -1.3848 -3.7021 -0.2350
H -1.2411 -4.6666 -1.7184
H -3.3697 -3.3098 -1.6717
H -2.3143 -2.8285 -3.0228
H -4.3512 -0.9627 -1.7328
H -3.4515 0.0834 -0.6217
H -5.8787 -2.4828 -0.7207
H -6.5799 -3.8766 1.1791
H -5.2072 -3.9647 3.2251
H -3.1320 -2.6392 3.3717
H -2.4224 -1.2557 1.4566
H 1.9763 -3.1692 -2.1508
H 0.9119 -4.4336 -2.7996
H 1.1001 -6.5373 -1.7891
H 1.6216 -7.9641 0.1374
H 2.2881 -6.9521 2.2860
H 2.4573 -4.5010 2.4845
H 1.9220 -3.0627 0.5569
S 0.5482 3.6843 -1.0022
C -0.3593 4.1387 -2.3804
C -0.9777 5.3906 -2.3259
C -1.7007 5.8648 -3.4002
C -2.2302 7.1751 -3.3442
N -2.6145 8.2506 -3.2578
C -1.8726 5.0393 -4.5440
C -1.2479 3.8095 -4.6112
C -0.4469 3.3483 -3.5546
S 0.4204 1.8842 -3.7167
C -2.6896 5.4987 -5.6050
N -3.3593 5.8830 -6.4508
H -0.8711 5.9873 -1.4313
H -1.3631 3.1921 -5.4899
C -0.0950 0.4891 4.4225
N 0.7357 0.0571 3.3294
C 2.1465 -0.0774 3.6018
C 0.2598 -0.1152 2.1009
O 0.9228 -0.3612 1.1056
H -0.1011 -0.2526 5.2223
H -1.1149 0.6446 4.0785
H 0.2849 1.4295 4.8264
H 2.2938 -0.7256 4.4662
H 2.5934 0.8990 3.8043
H 2.6290 -0.5242 2.7339
H -0.8394 -0.0196 2.0618


No. 2
Formula: C37H39B2F4N6O6PTi
Source: the Open Molecules 2025 dataset
Level of theory: ωB97M-V/def2-TZVPD

Properties
relative energy (zero: lowest compared OMol25 entry of this formula, charge and spin) = 0.000 eV
spin multiplicity = 1
HOMO energy = -8.943 eV
Kohn-Sham gap = 8.314 eV

CARTESIAN COORDINATES (ANGSTROEM)
Ti -1.0775 -0.8304 -0.1504
C -1.3957 1.0688 3.9279
C -1.4029 0.7718 2.4696
N -1.4419 -0.4015 1.9705
O -1.3410 -1.4426 2.8334
B -2.5285 -2.3712 2.7899
F -3.6699 -1.6420 3.1353
F -2.2479 -3.4059 3.6427
O -2.7011 -2.9464 1.4222
N -2.9039 -1.9493 0.5111
C -4.0832 -1.7770 0.0665
C -5.2610 -2.5948 0.4669
C -4.2177 -0.6323 -0.8772
N -3.1539 0.0592 -1.0135
O -3.2595 1.1166 -1.8690
B -2.8025 2.4060 -1.2555
F -3.6587 2.7148 -0.1932
F -2.8082 3.3414 -2.2632
O -1.3918 2.3275 -0.7501
N -1.2604 1.4102 0.2528
C -1.4103 1.8429 1.4463
C -1.6209 3.2635 1.8340
C -5.4982 -0.2870 -1.5581
H -2.3813 1.4381 4.2218
H -1.1821 0.1660 4.4907
H -0.6602 1.8381 4.1618
H -4.9590 -3.3589 1.1740
H -5.7100 -3.0612 -0.4122
H -6.0138 -1.9555 0.9313
H -1.4986 3.9107 0.9723
H -2.6310 3.3936 2.2254
H -0.9142 3.5384 2.6193
H -6.3112 -0.9359 -1.2460
H -5.3725 -0.3617 -2.6392
H -5.7480 0.7522 -1.3427
N 0.5716 -1.0079 0.4451
P 1.8105 -1.3334 1.3607
C 1.8781 -0.2116 2.7738
C 1.8691 1.1599 2.5072
C 1.8645 2.0700 3.5510
C 1.8637 1.6151 4.8660
C 1.8530 0.2551 5.1330
C 1.8559 -0.6616 4.0884
C 3.3446 -1.1098 0.4388
C 4.4663 -0.4749 0.9604
C 5.6158 -0.3588 0.1889
C 5.6436 -0.8765 -1.0970
C 4.5243 -1.5142 -1.6193
C 3.3761 -1.6312 -0.8553
C 1.8436 -3.0252 1.9638
C 2.9985 -3.5222 2.5715
C 3.0180 -4.8183 3.0553
C 1.8909 -5.6227 2.9240
C 0.7526 -5.1373 2.3015
C 0.7267 -3.8378 1.8134
H 1.8557 1.5089 1.4799
H 1.8625 3.1321 3.3415
H 1.8648 2.3255 5.6828
H 1.8333 -0.0975 6.1559
H 1.8225 -1.7233 4.2966
H 4.4463 -0.0670 1.9633
H 6.4877 0.1380 0.5942
H 6.5395 -0.7826 -1.6970
H 4.5458 -1.9165 -2.6236
H 2.4941 -2.1145 -1.2614
H 3.8809 -2.8983 2.6616
H 3.9109 -5.2047 3.5293
H 1.9071 -6.6360 3.3045
H -0.1268 -5.7582 2.1986
H -0.1571 -3.4693 1.3150
C 2.0887 4.9293 -5.4225
C 1.3628 3.7718 -4.7992
C 1.8591 3.1512 -3.6596
C 1.1894 2.1044 -3.0451
C 1.7760 1.4969 -1.8026
C -0.0193 1.6593 -3.6189
C -0.7865 0.5827 -3.0346
O -0.5271 0.0366 -1.9669
C -0.5380 2.2723 -4.7801
C -1.8460 1.8552 -5.4015
C 0.1648 3.3206 -5.3445
H 3.1145 4.9956 -5.0632
H 1.5851 5.8668 -5.1775
H 2.1056 4.8425 -6.5091
H 2.7945 3.4962 -3.2332
H 2.7590 1.9245 -1.6049
H 1.8728 0.4133 -1.8814
H 1.1227 1.6796 -0.9477
H -1.6272 0.1991 -3.6189
H -2.6661 1.9657 -4.6912
H -1.8239 0.8193 -5.7445
H -2.0601 2.4833 -6.2643
H -0.2321 3.8053 -6.2293
O -0.3280 -3.8124 -3.0728
C -0.6892 -3.1540 -2.1592
N -1.0675 -2.5044 -1.2351


No. 3
Formula: C37H39BF4InN3S4
Source: the Open Molecules 2025 dataset
Level of theory: ωB97M-V/def2-TZVPD

Properties
relative energy (zero: lowest compared OMol25 entry of this formula, charge and spin) = 0.182 eV
spin multiplicity = 1
HOMO energy = -7.520 eV
Kohn-Sham gap = 6.664 eV

CARTESIAN COORDINATES (ANGSTROEM)
In 0.1057 -0.7458 0.2207
S 0.0901 1.7182 0.7100
C -0.5205 2.4290 -0.7735
C -1.4116 3.5005 -0.7169
C -1.8676 4.1120 -1.8699
C -1.4437 3.6628 -3.1128
C -0.5648 2.5974 -3.1902
C -0.1166 1.9754 -2.0311
S 0.9961 0.5961 -2.1055
C 0.2066 -0.4082 -3.3818
C -0.0104 -1.8480 -2.9861
C -0.4932 -2.7224 -3.9543
C -0.6838 -4.0459 -3.6183
C -0.3928 -4.4650 -2.3281
C 0.0521 -3.5337 -1.4098
C 0.2775 -3.8598 0.0323
S -0.8649 -2.8654 1.0426
C 0.7734 -0.9366 3.8952
C 0.1187 -1.4775 4.9914
C 0.2077 -2.8331 5.2395
C 0.9874 -3.6242 4.4030
C 1.6260 -3.0686 3.3120
C 1.5197 -1.7079 3.0031
S 2.3023 -1.0701 1.5485
N 0.2455 -2.2491 -1.7490
H -1.7654 3.8267 0.2529
H -2.5703 4.9324 -1.8002
H -1.7995 4.1349 -4.0187
H -0.2257 2.2487 -4.1575
H 0.8337 -0.3892 -4.2734
H -0.7604 0.0346 -3.6239
H -0.7258 -2.3513 -4.9434
H -1.0668 -4.7463 -4.3492
H -0.5353 -5.4925 -2.0233
H 1.3105 -3.6343 0.3110
H 0.0886 -4.9161 0.2163
H -0.4482 -0.8279 5.6480
H -0.3052 -3.2627 6.0891
H 1.0824 -4.6852 4.5944
H 2.2105 -3.6915 2.6480
C 2.1310 5.1106 2.5324
C 1.2641 4.7847 3.7580
C -0.0672 5.5226 3.6199
C 1.9690 5.2512 5.0401
C 1.0798 3.2786 3.8258
C 2.1920 2.4317 3.8596
C 2.0123 1.0805 3.8498
N 0.7817 0.5182 3.7845
C -0.3207 1.2954 3.7317
C -0.1617 2.6738 3.7952
C -1.6687 0.7447 3.4345
C -2.7999 1.4206 3.8746
C -4.0429 1.1073 3.3305
C -4.0738 0.0672 2.4114
C -2.9066 -0.6028 2.0907
N -1.7139 -0.2650 2.5723
C -5.2942 1.9295 3.6066
C -5.1259 2.8570 4.8104
C -6.4955 1.0110 3.8633
C -5.5525 2.7733 2.3470
H 2.2642 6.1912 2.4593
H 1.6558 4.7563 1.6158
H 3.1207 4.6575 2.5965
H 0.1245 6.5928 3.5365
H -0.7109 5.3708 4.4895
H -0.6064 5.2110 2.7229
H 2.1121 6.3324 5.0091
H 2.9497 4.7860 5.1502
H 1.3757 5.0099 5.9241
H 3.2022 2.8130 3.8845
H 2.8311 0.3809 3.8979
H -1.0478 3.2746 3.6828
H -2.7147 2.2032 4.6147
H -4.9808 -0.2125 1.8948
H -2.9336 -1.4080 1.3667
H -4.8672 2.3016 5.7149
H -6.0640 3.3818 4.9963
H -4.3613 3.6172 4.6372
H -6.3061 0.3405 4.7038
H -6.7379 0.4051 2.9910
H -7.3744 1.6141 4.0981
H -4.7316 3.4740 2.1782
H -6.4763 3.3447 2.4618
H -5.6329 2.1470 1.4572
F -4.0320 -1.0610 -0.9794
B -3.2255 0.0036 -1.3490
F -3.6074 1.1723 -0.7002
F -3.1426 0.1627 -2.7284
F -1.8516 -0.3189 -0.9006


No. 4
Formula: C37H39BF6O2
Source: the Open Molecules 2025 dataset
Level of theory: ωB97M-V/def2-TZVPD

Properties
spin multiplicity = 1
HOMO energy = -6.135 eV
Kohn-Sham gap = 3.367 eV

CARTESIAN COORDINATES (ANGSTROEM)
C 5.5931 3.5245 0.4523
C 4.7369 2.4984 1.1148
C 4.7178 1.1875 0.6237
C 3.8700 0.2444 1.1693
C 2.9957 0.5549 2.2639
C 1.9869 -0.4101 2.5965
C 1.2809 -0.5577 3.8236
C 0.9603 -1.8805 4.2443
C 0.3451 -2.1241 5.4610
C -0.0047 -1.0663 6.3108
C -0.6792 -1.3532 7.6083
C 0.2843 0.2468 5.9091
C 0.8481 0.5132 4.6640
C 3.1484 1.8501 2.8456
C 3.9544 2.8067 2.2368
H 5.4559 4.5024 0.9152
H 6.6535 3.2561 0.5186
H 5.3520 3.6099 -0.6123
H 5.3704 0.9223 -0.2098
H 3.8307 -0.7616 0.7453
H 2.0190 -1.3226 2.0020
H 1.2236 -2.7051 3.5880
H 0.1339 -3.1449 5.7741
H -0.9029 -0.4287 8.1431
H -1.6172 -1.8936 7.4496
H -0.0533 -1.9832 8.2495
H 0.0494 1.0705 6.5899
H 0.9282 1.5441 4.3112
H 2.6057 2.1043 3.7577
H 3.9879 3.8251 2.6359
C -4.5828 -1.0840 -2.3435
C -3.3369 -0.2629 -2.5862
C -2.9887 -0.2689 -4.0792
C -3.3555 1.2299 -1.9870
C -3.8289 2.3055 -2.9461
C -4.1565 1.3015 -0.6940
O -1.9811 1.4950 -1.6816
B -1.3705 0.2239 -1.7208
C -0.1470 0.1077 -2.7416
C 0.2081 -1.1416 -3.2279
C 1.2809 -1.2354 -4.1089
C 1.7195 -2.5873 -4.5935
F 1.6138 -2.6948 -5.9567
F 3.0303 -2.8341 -4.2734
F 0.9777 -3.6048 -4.0534
C 1.9658 -0.1095 -4.5390
C 1.5676 1.1224 -4.0606
C 2.2957 2.3787 -4.4461
F 2.8201 3.0074 -3.3384
F 3.3319 2.1508 -5.3036
F 1.4581 3.2826 -5.0506
C 0.4912 1.2520 -3.1836
C -0.5739 0.0802 0.1726
C 0.8414 0.1269 -0.1707
C -1.2051 -1.1039 0.7386
C -2.0795 -0.9567 1.8289
C -2.7004 -2.0588 2.4030
C -2.4697 -3.3413 1.8794
C -1.5538 -3.5092 0.8285
C -0.9268 -2.4016 0.2617
O -2.2739 -0.8667 -1.8622
H -5.4416 -0.6101 -2.8301
H -4.4459 -2.0796 -2.7774
H -4.7824 -1.1977 -1.2746
H -3.8653 0.0157 -4.6730
H -2.1636 0.4127 -4.3157
H -2.6862 -1.2791 -4.3774
H -4.8743 2.1331 -3.2259
H -3.7637 3.2810 -2.4531
H -3.2145 2.3397 -3.8509
H -5.2283 1.2113 -0.9073
H -3.8567 0.5115 0.0076
H -3.9817 2.2725 -0.2166
H -0.3226 -2.0403 -2.9320
H 2.8007 -0.1945 -5.2257
H 0.1951 2.2370 -2.8303
H -0.9998 1.0153 0.5402
H 1.1124 1.0018 -0.7552
H 1.3511 0.2187 0.7685
H 1.2052 -0.7749 -0.6589
H -2.2526 0.0531 2.2168
H -3.3808 -1.9151 3.2494
H -2.9849 -4.2057 2.3031
H -1.3409 -4.5092 0.4354
H -0.2248 -2.5296 -0.5627


No. 5
Formula: C37H39BrEuN6O5
Source: the Open Molecules 2025 dataset
Level of theory: ωB97M-V/def2-TZVPD

Properties
relative energy (zero: lowest compared OMol25 entry of this formula, charge and spin) = 0.693 eV
spin multiplicity = 8
HOMO energy (spin up / spin down) = -5.661 / -7.139 eV
Kohn-Sham gap (spin up / spin down) = 5.069 / 6.549 eV

CARTESIAN COORDINATES (ANGSTROEM)
Eu -0.0945 -0.0835 -1.4336
C -3.0201 -0.4771 -3.4977
O -2.3517 -0.9282 -2.3263
C -3.1193 -1.2361 -1.2572
C -4.4739 -1.1205 -1.2040
C -5.1606 -1.5183 -0.0291
Br -7.0426 -1.3471 0.0147
C -4.5043 -2.0194 1.0401
C -3.0926 -2.1373 0.9914
C -2.3598 -1.7226 -0.1385
O -1.0864 -1.7656 -0.2132
C -2.3630 -2.6600 2.1026
N -1.0485 -2.8599 2.1237
C -0.6510 -3.3710 3.3627
C 0.5968 -3.7097 3.8663
C 0.6301 -4.1838 5.1691
C -0.5389 -4.3101 5.9316
C -1.7796 -3.9665 5.4211
C -1.8034 -3.4945 4.1200
N -2.8512 -3.0496 3.3006
H -3.7784 -1.1973 -3.8080
H -2.2590 -0.3941 -4.2621
H -3.4760 0.4974 -3.3177
H -5.0367 -0.7237 -2.0368
H -5.0671 -2.3312 1.9147
H -0.5282 -2.6028 1.2725
H 1.4966 -3.6048 3.2674
H 1.5809 -4.4632 5.6087
H -0.4723 -4.6853 6.9452
H -2.6828 -4.0646 6.0142
H -3.8232 -3.0211 3.5483
C 1.4398 1.2598 2.2488
C 1.3367 -0.1351 1.6260
C 2.6950 -0.6811 1.2205
C 3.5470 -1.0668 2.2542
C 4.8079 -1.5861 2.0021
C 5.2063 -1.7559 0.6864
C 4.3867 -1.3901 -0.3770
C 4.8114 -1.8119 -1.7728
C 4.2646 -3.2034 -2.1243
C 3.1371 -0.8003 -0.1096
N 2.2742 -0.4432 -1.1683
C 2.7297 0.3003 -2.1216
C 2.0238 0.6399 -3.3256
C 2.5750 1.3017 -4.4275
C 1.5710 1.3865 -5.3931
C 0.4510 0.7757 -4.8148
N 0.6995 0.3121 -3.5827
H 0.4510 1.6749 2.4688
H 1.9669 1.9357 1.5762
H 2.0076 1.2175 3.1835
H 0.6435 -0.1079 0.8066
H 0.9088 -0.8132 2.3659
H 3.2062 -0.9487 3.2815
H 5.4646 -1.8688 2.8182
H 6.1744 -2.2012 0.4671
H 5.9027 -1.8196 -1.8138
H 4.4819 -1.1154 -2.5395
H 4.5182 -3.9290 -1.3459
H 4.6694 -3.5624 -3.0751
H 3.1751 -3.1717 -2.2122
H 3.7298 0.7264 -2.0346
H 3.5963 1.6613 -4.4993
H 1.6335 1.8290 -6.3795
H -0.5293 0.6666 -5.2621
C -2.3795 3.0939 1.9385
C -2.7595 3.6625 0.5736
C -1.5981 3.7333 -0.4170
C -2.1392 4.2123 -1.7896
C -1.1377 4.2330 -2.9431
C -0.5846 4.7513 0.0653
O -0.9099 5.8267 0.5357
N 0.7306 4.4185 -0.1129
C 1.2320 3.1713 -0.5406
O 2.4370 3.0626 -0.6498
N 0.3369 2.1536 -0.7451
C -0.9702 2.3664 -0.6355
O -1.7500 1.3922 -0.7985
H -3.2483 3.0671 2.6012
H -1.6151 3.7086 2.4264
H -2.0010 2.0720 1.8495
H -3.1366 4.6800 0.6915
H -3.5446 3.0595 0.1167
H -2.5496 5.2124 -1.6271
H -2.9745 3.5507 -2.0309
H -0.3070 4.9185 -2.7524
H -1.6323 4.5688 -3.8578
H -0.7134 3.2470 -3.1454
H 1.4178 5.1135 0.1300